# 1
C4H11N2 | ωB97M-V with the def2-TZVPD basis set

```
! RIJCOSX wB97M-V def2-TZVPD def2/J DEFGRID3
* xyz 1 1
H -1.500 -1.734 2.158
N 0.741 0.014 -0.029
C 0.236 1.080 0.731
H -1.106 -0.071 -1.138
N 0.447 0.661 -2.312
C -0.023 -0.216 -1.262
H -1.422 0.059 2.433
H 0.872 -0.710 1.968
H 0.130 -1.274 -1.549
H -2.050 -0.635 0.848
H 1.469 0.662 -2.266
H 0.275 -1.849 0.783
H 0.168 1.612 -2.074
H -0.633 1.671 0.471
C 0.179 -0.771 1.108
H 0.966 1.570 1.366
C -1.306 -0.765 1.654
*
```

Results
- DFT total energy (Eh) = -268.12137
- lowest unoccupied orbital energy (eV) = -6.7218
- highest occupied orbital energy (eV) = -14.50
- energy relative to the best compared isomer or geometry (same formula, charge and spin) (kcal per mole) = 115.2
- frontier orbital gap (eV) = 7.8

# 2
C8H16IN3 | ωB97M-V with the def2-TZVPD basis set

```
! RIJCOSX wB97M-V def2-TZVPD def2/J DEFGRID3
* xyz 2 1
N 0.758 0.430 -0.410
H -1.431 -3.063 -0.989
C -1.621 -0.068 -1.152
H -0.850 -0.588 0.696
H 0.553 -0.541 2.888
C -0.842 2.338 -0.684
H 0.006 1.575 1.254
I 3.765 0.249 -0.134
H -2.676 1.829 -1.483
C -2.062 1.355 -0.703
C 1.777 -0.393 0.196
H -0.431 2.462 -1.734
H 2.061 0.688 2.847
H 2.125 -1.139 2.992
C 1.513 -0.231 2.780
C 0.266 1.700 0.169
H -2.539 -0.625 -1.173
C 0.182 -1.858 -0.463
N -0.441 -2.973 -0.800
H -0.030 -3.899 -0.603
H -1.288 3.259 -0.114
H 2.079 -2.529 0.110
H -2.507 1.181 0.184
C -0.403 -0.506 -0.261
N 1.464 -1.744 -0.113
H -1.368 0.079 -2.118
H 1.095 2.323 0.168
H 0.844 0.691 -1.351
*
```

Results
- DFT total energy (Eh) = -775.61269
- lowest unoccupied orbital energy (spin up / spin down) (eV) = -7.6886 / -8.5366
- highest occupied orbital energy (spin up / spin down) (eV) = -16.01 / -15.98
- energy relative to the best compared isomer or geometry (same formula, charge and spin) (kcal per mole) = 98.8
- frontier orbital gap (spin up / spin down) (eV) = 8.3 / 7.4

# 3
C33H31BrFINO5 | ωB97M-V with the def2-TZVPD basis set

```
! RIJCOSX wB97M-V def2-TZVPD def2/J DEFGRID3
* xyz -1 1
C 5.459 -2.771 1.435
C 1.344 0.948 -1.605
C 7.363 -4.454 2.799
H 8.517 -4.821 0.711
C 3.781 0.696 -0.287
H -4.920 1.878 0.232
H -4.209 4.422 -1.077
H -6.041 0.574 -0.998
C 6.580 -3.395 0.583
O -0.667 7.834 -3.529
C 4.802 -0.233 0.475
H -2.646 -2.768 1.869
N 5.129 -2.894 2.830
H 7.002 0.377 0.349
C -3.381 3.196 1.193
C 5.935 1.803 1.833
O -5.931 -0.051 -4.260
C -4.290 3.313 -1.377
H -3.068 4.262 0.834
H 2.850 -3.560 0.171
C -5.761 -0.540 -0.874
H -6.712 -1.050 -0.424
H -5.369 3.024 -1.720
H 5.289 4.168 2.090
O -5.393 -1.088 -2.177
C -4.569 -0.796 0.184
H -3.459 -3.144 -0.841
C 2.467 0.036 -0.844
H 5.978 -3.930 4.553
H -5.481 2.862 2.089
C -1.302 1.704 -0.910
C -4.468 3.313 2.388
H -1.719 -3.724 -1.062
C -0.962 -4.313 1.368
C 2.103 -1.519 -0.687
H -3.190 -4.421 1.119
H -3.597 3.074 -2.263
F 3.942 2.122 -0.479
H -2.404 2.717 1.606
H 1.192 6.945 -3.839
C -2.019 -1.456 -0.583
H -4.632 -1.890 0.529
C 4.441 -1.779 0.622
H 8.069 -5.076 3.464
H 6.503 -0.344 2.007
C 3.124 -2.450 0.065
H -4.826 -0.151 1.125
C 5.756 3.109 1.990
H -1.044 -5.118 2.205
I -0.750 3.832 -1.163
O 1.666 1.821 -2.468
C -5.400 0.009 -3.105
H 0.076 5.960 -2.992
C 6.133 -3.748 3.410
C -2.776 1.248 -0.457
C -3.113 -0.314 -0.303
O 0.551 -3.102 -1.943
H -0.541 -4.848 0.434
C 6.162 0.348 1.131
C -0.193 0.588 -1.188
H -3.999 2.810 3.331
C -2.371 -3.020 -0.432
C -2.387 -3.571 1.090
H -0.095 6.194 -4.680
H 6.641 -3.184 -0.547
H -4.854 0.983 -2.803
C 7.645 -4.323 1.263
C -3.932 2.357 -0.112
C -0.557 -0.969 -1.022
C 0.668 -2.014 -1.291
H -4.539 4.448 2.655
C 0.099 6.773 -3.753
Br 0.297 -2.917 2.063
*
```

Results
- DFT total energy (Eh) = -4677.80974
- lowest unoccupied orbital energy (eV) = 0.4968
- highest occupied orbital energy (eV) = -2.20
- frontier orbital gap (eV) = 2.7

# 4
C24H54N2O4 | ωB97M-V with the def2-TZVPD basis set

```
! RIJCOSX wB97M-V def2-TZVPD def2/J DEFGRID3
* xyz 0 1
H 3.952 -6.121 -5.332
O 0.261 -5.902 -4.703
C -1.849 8.123 2.508
H -1.376 -2.630 2.918
H 6.247 0.559 2.846
H -5.614 7.791 -0.006
H -4.193 6.446 3.382
C -4.613 8.037 -0.359
C -0.374 -0.940 5.736
H 3.271 -7.954 -2.095
H 0.011 -0.125 5.123
H -0.154 -5.053 -4.534
H 3.808 2.489 0.289
C -0.866 -7.232 -2.325
H -1.021 -6.300 -1.781
C 2.814 -7.121 -1.560
H -4.534 6.578 -1.910
H 1.348 -8.442 -1.162
H 1.032 -6.708 -0.783
C 0.595 -7.373 -2.853
H -2.331 4.054 -0.345
H -1.146 -8.053 -1.665
C -1.750 -2.177 3.836
H 4.113 -5.637 -2.424
H 4.974 1.806 3.332
H -5.262 4.312 -0.553
C -3.913 6.933 -1.088
H -4.910 8.847 -1.024
H 5.576 1.081 -0.870
H -5.771 5.548 0.386
H -1.311 5.540 1.724
H -0.861 -3.154 5.653
H -4.805 4.251 1.148
C -3.170 7.479 1.783
H -2.770 -2.344 4.181
H -1.195 -0.510 6.311
H -1.842 7.877 3.570
H 6.689 0.208 0.292
H 3.649 -7.466 -4.425
H -1.838 5.358 -1.236
C -3.627 5.765 -0.068
H 2.401 -6.862 -5.633
H -3.180 4.301 -1.790
C -4.349 7.295 2.716
H -0.894 7.695 2.203
H 1.871 -3.569 -3.410
H -1.724 9.205 2.535
H -5.300 7.122 2.212
H 0.339 -1.160 6.531
H -1.866 -1.172 3.431
C 5.743 1.499 2.622
H 0.356 -8.280 -4.697
H -2.821 8.984 0.253
C -3.698 8.584 0.761
H -2.976 7.336 -1.475
C -0.684 -2.302 4.998
H -4.494 8.138 3.390
O -2.235 5.301 1.823
O 0.592 -2.578 4.466
N -2.870 6.287 1.095
C 2.370 -4.196 -4.149
H 6.487 2.296 2.627
H 3.190 -7.116 -0.536
C 2.373 -5.664 -3.756
H 1.990 -3.987 -5.149
C -4.895 4.908 0.283
C 3.112 -6.615 -4.845
H 3.427 -3.942 -4.227
C 5.011 1.350 1.242
C 1.356 -7.420 -1.541
N 0.974 -6.117 -3.553
H -1.465 -7.288 -3.234
C 0.866 -8.534 -3.768
C 6.069 1.084 0.102
C 3.040 -5.806 -2.334
H 4.231 0.604 1.088
H 1.926 -8.787 -3.786
H 0.404 -9.401 -3.297
H 2.710 -5.046 -1.625
H -4.262 9.347 1.298
O 4.504 2.637 0.933
C -2.760 4.853 -0.949
H 6.775 1.904 -0.027
H 1.114 -2.726 5.258
*
```

Results
- SMILES = CC1(C)CCCC(C)(C)N1O.CC1(C)CCCC(C)(C)N1O.CC(C)O.CC(C)O
- DFT total energy (Eh) = -1357.09114
- lowest unoccupied orbital energy (eV) = 0.4339
- highest occupied orbital energy (eV) = -8.02
- energy relative to the best compared isomer or geometry (same formula, charge and spin) (kcal per mole) = 103.1
- frontier orbital gap (eV) = 8.5